(1)
{"formula": "C5H9N2P", "method": "ωB97M-V/def2-TZVPD", "symbols": ["C", "C", "C", "P", "N", "N", "C", "C", "H", "H", "H", "H", "H", "H", "H", "H", "H"], "xyz": [[1.5356, 1.4105, 0.5790], [0.9322, 1.1076, -0.7195], [-0.5131, 0.5932, -0.6296], [-2.1069, 1.0552, -1.0786], [-2.7975, -0.2422, -0.3095], [-1.9120, -1.2265, 0.0904], [-0.7264, -0.8973, 0.0683], [0.2829, -1.8972, 0.5016], [1.0047, 2.1289, 1.1020], [2.5423, 1.8287, 0.5477], [1.6425, 0.6469, 1.2738], [1.4103, 0.4136, -1.4096], [0.9498, 2.1680, -1.2077], [-3.7433, -0.3665, -0.5992], [0.8962, -2.3467, -0.3272], [-0.2773, -2.8215, 0.8262], [0.8799, -1.5547, 1.2919]], "e_tot_ev": -17597.9925, "e_above_lowest_kj_mol": 105.0, "molar_mass_g_mol": 128.12, "charge": 0, "smiles": "CCc1p[nH]nc1C"}

(2)
{"formula": "C54H48BrN8O4SeTl", "method": "ωB97M-V/def2-TZVPD", "symbols": ["Tl", "O", "C", "N", "C", "O", "C", "C", "C", "C", "C", "N", "C", "C", "C", "C", "C", "N", "H", "H", "H", "H", "H", "H", "H", "H", "C", "C", "C", "C", "C", "C", "C", "C", "N", "C", "C", "C", "C", "N", "C", "C", "C", "C", "C", "C", "C", "C", "H", "H", "H", "H", "H", "H", "H", "H", "H", "H", "H", "H", "H", "H", "H", "H", "H", "H", "H", "H", "H", "H", "H", "H", "N", "C", "C", "C", "C", "C", "C", "C", "H", "H", "H", "H", "C", "N", "C", "Se", "N", "C", "C", "C", "C", "C", "C", "H", "H", "H", "H", "H", "H", "H", "H", "Br", "C", "C", "C", "C", "C", "C", "C", "O", "O", "H", "H", "H", "H"], "xyz": [[-0.5868, 0.4207, -0.2068], [-4.3373, 4.2883, 0.0547], [-3.7685, 3.1975, 0.1015], [-3.5783, 2.3318, -0.9162], [-4.5400, 2.0213, -1.7694], [-5.7700, 2.0863, -1.6472], [-4.0808, 1.3539, -3.0690], [-5.0081, 0.4956, -3.6548], [-4.7059, -0.0500, -4.8994], [-3.5483, 0.3160, -5.5421], [-2.6387, 1.0811, -4.8311], [-2.8844, 1.5852, -3.6175], [-3.1439, 2.8456, 1.4520], [-2.9312, 3.8940, 2.3421], [-2.4632, 3.6388, 3.6432], [-2.2372, 2.3403, 3.9998], [-2.3530, 1.3603, 3.0199], [-2.8055, 1.5920, 1.7742], [-5.9550, 0.2974, -3.1744], [-5.3936, -0.7443, -5.4276], [-3.3179, -0.0940, -6.5350], [-1.6557, 1.2798, -5.2344], [-3.1321, 4.8790, 1.9706], [-2.2396, 4.5008, 4.2720], [-1.8217, 1.9868, 4.9458], [-2.0379, 0.3426, 3.2165], [2.9598, -2.0076, -2.7503], [1.6840, -2.7159, -3.0331], [1.6379, -4.1117, -3.1597], [0.4260, -4.7825, -3.2363], [-0.7479, -4.0677, -3.1942], [-0.7539, -2.6553, -3.1197], [-2.0179, -1.8951, -3.0074], [0.4809, -2.0089, -3.1183], [0.5280, -0.5944, -2.9532], [0.9344, 0.1153, -3.9519], [1.1457, -0.3707, -5.3630], [1.1331, 1.5675, -3.6859], [1.5035, 2.4551, -4.8226], [1.1210, 1.8887, -2.4530], [1.4955, 3.2046, -2.0570], [2.6497, 3.3160, -1.2953], [3.4735, 2.0910, -1.0108], [2.9902, 4.5212, -0.7337], [2.1727, 5.6289, -0.9564], [0.9877, 5.4978, -1.6346], [0.5907, 4.2756, -2.1760], [-0.7447, 4.0698, -2.8389], [3.3063, -1.3654, -3.5867], [3.7798, -2.7209, -2.5638], [2.7984, -1.3752, -1.8775], [2.6082, -4.6033, -3.0298], [0.3689, -5.8520, -3.2825], [-1.6919, -4.5723, -3.1593], [-2.5168, -2.1225, -2.0683], [-2.7237, -2.1956, -3.7860], [-1.8582, -0.8321, -3.0695], [1.0516, -1.4423, -5.4255], [2.1683, -0.1152, -5.7589], [0.3737, 0.0381, -6.0231], [2.4470, 2.0948, -5.2136], [1.6435, 3.4802, -4.5657], [0.7494, 2.3593, -5.6237], [3.8083, 1.6791, -1.9348], [2.8852, 1.3228, -0.4712], [4.3656, 2.3393, -0.4500], [3.8697, 4.5482, -0.0987], [2.4164, 6.5811, -0.4963], [0.2791, 6.3274, -1.6417], [-1.3281, 4.9783, -2.7507], [-1.3335, 3.2919, -2.3770], [-0.6423, 3.8429, -3.8891], [4.9301, -5.9676, 0.4698], [4.1962, -5.0803, 0.6027], [3.3357, -3.9274, 0.7613], [2.0759, -3.9776, 0.1911], [1.2734, -2.8735, 0.2637], [1.6883, -1.6215, 0.7698], [2.9809, -1.6342, 1.3740], [3.7999, -2.7425, 1.3863], [1.7611, -4.9191, -0.2403], [0.2904, -2.9340, -0.2173], [3.3836, -0.6859, 1.8173], [4.8124, -2.7038, 1.7991], [-3.4619, -2.5923, 4.6336], [-2.1409, -2.8586, 4.1295], [-1.7365, -2.6668, 2.8454], [-2.7549, -1.9526, 1.4796], [-0.4294, -2.9767, 2.8220], [0.0035, -3.3797, 4.0688], [1.2430, -3.8324, 4.5120], [1.3127, -4.2510, 5.8404], [0.2141, -4.1355, 6.6871], [-1.0078, -3.6562, 6.2292], [-1.0954, -3.3183, 4.8998], [-4.1286, -2.4657, 3.7627], [-3.4916, -1.7392, 5.3130], [-3.8054, -3.4481, 5.1913], [0.1578, -2.6910, 2.0537], [2.1017, -3.9415, 3.8712], [2.2545, -4.6236, 6.2066], [0.3157, -4.4473, 7.7206], [-1.8443, -3.5711, 6.8904], [1.1373, 4.6666, 4.9088], [1.4482, 2.8258, 4.5312], [1.7898, 2.0384, 5.6132], [1.9278, 0.6658, 5.5032], [1.7435, 0.0794, 4.2234], [1.3976, 0.9022, 3.1595], [1.2389, 2.2989, 3.2684], [0.8420, 3.0533, 1.9786], [1.1201, 4.2656, 1.9571], [0.2997, 2.3768, 1.0439], [1.9040, 2.5314, 6.5366], [2.2584, 0.0325, 6.3089], [1.8932, -0.9891, 4.0930], [1.2250, 0.5123, 2.1664]], "e_tot_ev": -216972.6241, "e_above_lowest_kj_mol": 57.5, "molar_mass_g_mol": 1236.28, "charge": -2}

(3)
{"formula": "C4H7NS", "method": "ωB97M-V/def2-TZVPD", "symbols": ["C", "C", "N", "H", "H", "H", "C", "C", "S", "H", "H", "H", "H"], "xyz": [[-2.1414, 0.0089, -0.3224], [-1.2783, -0.9250, -0.1557], [-0.6329, -1.8701, 0.2392], [-2.0641, 0.7991, 0.4731], [-2.8094, -0.0778, -1.0843], [0.2766, -2.1350, -0.1178], [0.5854, 1.1230, 0.4798], [1.6224, 0.9159, -0.3099], [2.6386, -0.5148, -0.1947], [-0.1805, 1.8681, 0.2271], [0.4392, 0.6292, 1.4503], [1.6939, 1.3469, -1.3008], [1.8504, -1.1684, 0.6161]], "e_tot_ev": -16583.8739, "e_above_lowest_kj_mol": 295.0, "molar_mass_g_mol": 101.17, "charge": 0, "smiles": "C=C=N.C=CS"}